A) {"formula": "C18H18N4O4", "method": "ωB97M-V/def2-TZVPD", "smiles": "C[C@@H](O)c1nnc([C@H]2C[C@H](NC(=O)c3cc(-c4ccccc4)no3)C2)o1", "orbital_gap_ev": 9.430, "homo_ev": -9.41, "symbols": ["O", "N", "N", "N", "O", "O", "O", "C", "C", "C", "C", "C", "C", "C", "C", "C", "C", "C", "C", "N", "C", "C", "C", "C", "C", "C", "H", "H", "H", "H", "H", "H", "H", "H", "H", "H", "H", "H", "H", "H", "H", "H", "H", "H"], "positions_angstrom": [[-0.964, -1.831, -1.311], [-0.733, -4.679, 2.276], [0.900, 4.517, 2.158], [1.603, 5.586, 1.638], [1.584, 4.000, 0.098], [-0.437, -3.321, 1.849], [3.951, 6.204, -0.669], [-0.897, -1.745, -0.091], [-1.639, -5.069, 1.340], [0.846, 3.641, 1.228], [1.980, 5.264, 0.395], [-1.936, -4.020, 0.349], [-1.049, -3.054, 0.650], [-4.008, -8.573, 1.234], [-2.655, -8.667, 1.474], [-4.628, -7.375, 1.077], [-1.919, -7.438, 1.569], [-3.925, -6.113, 1.129], [-2.501, -6.175, 1.416], [-0.085, -0.807, 0.543], [-0.519, 1.692, 0.172], [1.237, 1.065, 1.243], [0.234, 2.234, 1.340], [0.372, 0.485, 0.062], [1.969, 7.708, -0.127], [2.559, 6.250, -0.512], [4.082, 5.261, -0.928], [-2.672, -4.009, -0.528], [-4.734, -9.360, 1.174], [-2.256, -9.618, 1.705], [-5.696, -7.401, 0.779], [-0.896, -7.626, 1.900], [-4.446, -5.235, 0.797], [0.169, -1.158, 1.473], [-1.598, 1.588, 0.419], [-0.360, 2.429, -0.657], [1.134, 0.437, 2.230], [2.353, 1.249, 1.088], [-0.436, 2.233, 2.187], [0.926, 0.386, -0.828], [2.391, 8.651, -0.796], [0.895, 7.669, -0.190], [2.144, 7.985, 0.936], [2.063, 6.036, -1.494]], "mulliken_charge": [-0.57, -0.59, -0.60, -0.27, -0.30, -0.23, -0.51, 0.01, 0.71, -0.06, 0.40, -0.39, 0.30, -0.26, -0.71, -0.43, -0.32, -0.50, 0.58, -0.12, -1.07, -1.07, 0.65, 0.19, -1.24, 0.40, 0.35, 0.37, 0.34, 0.40, 0.30, 0.31, 0.42, 0.31, 0.32, 0.31, 0.23, 0.29, 0.49, 0.43, 0.28, 0.37, 0.33, 0.17]}

B) {"formula": "C18H18N4O4", "method": "ωB97M-V/def2-TZVPD", "smiles": "COCc1cc(C)nc(OCC(=O)N/N=C/c2ccc(O)cc2)c1C#N", "orbital_gap_ev": 8.603, "homo_ev": -8.21, "symbols": ["C", "H", "O", "C", "C", "C", "C", "N", "C", "C", "C", "N", "O", "C", "C", "O", "N", "N", "C", "C", "C", "C", "C", "C", "C", "H", "H", "O", "H", "H", "H", "H", "H", "H", "H", "C", "H", "H", "H", "H", "H", "H", "H", "H"], "positions_angstrom": [[1.704, 0.080, -7.179], [1.798, 1.169, -7.087], [1.605, -0.527, -5.918], [0.472, -0.113, -5.186], [0.659, -0.537, -3.757], [-0.163, -1.468, -3.142], [0.086, -1.835, -1.824], [1.091, -1.318, -1.127], [1.877, -0.419, -1.689], [1.715, 0.009, -3.021], [2.577, 0.975, -3.575], [3.258, 1.778, -4.031], [2.885, 0.098, -0.974], [2.877, -0.229, 0.395], [1.585, 0.282, 1.058], [0.874, 1.106, 0.537], [1.382, -0.285, 2.280], [0.426, -0.048, 3.216], [-0.539, 0.766, 3.033], [-1.508, 0.988, 4.087], [-2.560, 1.884, 3.881], [-3.488, 2.126, 4.869], [-3.384, 1.474, 6.096], [-2.340, 0.577, 6.312], [-1.415, 0.338, 5.319], [-0.603, -0.354, 5.478], [-2.260, 0.070, 7.265], [-4.314, 1.741, 7.046], [-4.128, 1.232, 7.845], [-4.301, 2.818, 4.719], [-2.644, 2.395, 2.933], [-0.687, 1.330, 2.116], [2.050, -0.970, 2.610], [2.971, -1.313, 0.532], [3.741, 0.286, 0.823], [-0.762, -2.846, -1.122], [-0.631, -3.825, -1.581], [-0.477, -2.902, -0.076], [-1.813, -2.576, -1.198], [-0.988, -1.907, -3.679], [0.375, 0.985, -5.231], [-0.443, -0.559, -5.608], [0.833, -0.152, -7.805], [2.603, -0.322, -7.642]], "mulliken_charge": [-0.77, 0.33, -0.30, -1.00, 1.16, -1.03, 0.26, -0.38, 0.54, 0.63, -0.02, -0.61, -0.41, -0.64, 0.76, -0.63, 0.13, -0.77, -0.67, 0.70, -0.57, -0.60, 0.95, -0.45, -0.77, 0.40, 0.26, -0.54, 0.28, 0.43, 0.37, 0.53, 0.27, 0.36, 0.40, -1.33, 0.30, 0.33, 0.36, 0.39, 0.37, 0.43, 0.31, 0.24]}

Short version: A) is the least stable of them.

A) {"formula": "C2H5F2N", "method": "ωB97M-V/def2-TZVPD", "orbital_gap_ev": 10.467, "homo_ev": -10.04, "symbols": ["C", "C", "H", "H", "H", "H", "H", "N", "F", "F"], "positions_angstrom": [[-0.138, 0.986, -0.158], [0.192, -0.521, -0.128], [-1.653, 2.224, 0.695], [-1.791, 0.079, 1.279], [0.681, 1.697, 0.290], [-0.130, 1.549, -1.185], [-0.621, -1.188, -0.252], [-1.668, 1.142, 0.265], [1.083, -0.791, -1.233], [0.569, -0.892, 1.125]], "mulliken_charge": [-0.29, 0.07, 0.26, 0.24, 0.26, 0.28, 0.29, -0.62, -0.28, -0.22]}

B) {"formula": "C2H5F2N", "method": "ωB97M-V/def2-TZVPD", "smiles": "C=C.FNF", "orbital_gap_ev": 11.129, "homo_ev": -10.19, "symbols": ["C", "C", "N", "F", "F", "H", "H", "H", "H", "H"], "positions_angstrom": [[-2.335, 0.299, 0.273], [-1.363, -0.336, -0.404], [2.619, 0.248, -0.229], [3.656, -0.603, -0.298], [3.116, 1.314, 0.495], [-2.307, 0.150, 1.322], [1.861, -0.291, 0.219], [-3.136, 0.762, -0.147], [-1.536, -0.784, -1.402], [-0.573, -0.758, 0.171]], "mulliken_charge": [-0.54, -0.39, 0.09, -0.15, -0.15, 0.21, 0.22, 0.30, 0.25, 0.16]}

Short version: B) is the least stable of them.

A) {"formula": "C10H13O3", "method": "ωB97M-V/def2-TZVPD", "total_charge": -1, "orbital_gap_ev": 6.820, "homo_ev": -3.90, "symbols": ["C", "C", "C", "C", "C", "C", "C", "O", "H", "H", "H", "H", "H", "H", "H", "H", "C", "C", "C", "O", "O", "H", "H", "H", "H", "H"], "positions_angstrom": [[0.830, 2.696, -0.298], [0.279, 0.318, -0.849], [1.170, 1.377, -0.902], [0.562, -0.864, -1.538], [1.806, -1.001, -2.110], [2.424, 1.185, -1.499], [2.770, -0.001, -2.111], [2.135, -2.158, -2.794], [-0.641, 0.494, -0.308], [-0.177, -1.657, -1.563], [1.331, 3.596, -0.649], [1.031, 2.769, 0.783], [3.030, 2.078, -1.574], [1.570, -2.898, -2.547], [3.710, -0.221, -2.596], [-0.264, 2.805, -0.222], [-2.357, -0.674, 1.493], [-1.339, -0.075, 2.448], [-2.935, -2.094, 2.066], [-3.136, -2.018, 3.291], [-3.115, -2.990, 1.238], [-3.184, 0.033, 1.339], [-2.004, -0.845, 0.470], [-1.106, 0.975, 2.260], [-0.564, -0.771, 2.746], [-1.823, -0.057, 3.424]], "mulliken_charge": [-1.47, -0.16, 0.33, -0.65, 1.04, -0.37, -0.72, -0.57, 0.20, 0.35, 0.37, 0.28, 0.31, 0.30, 0.39, 0.35, -0.03, -1.18, 0.42, -0.70, -0.73, 0.15, 0.02, 0.33, 0.31, 0.43]}

B) {"formula": "C10H13O3", "method": "ωB97M-V/def2-TZVPD", "total_charge": -1, "orbital_gap_ev": 6.744, "homo_ev": -3.20, "symbols": ["C", "C", "C", "O", "O", "H", "H", "H", "H", "H", "C", "C", "C", "C", "C", "C", "C", "O", "H", "H", "H", "H", "H", "H", "H", "H"], "positions_angstrom": [[-0.935, -2.158, 0.241], [0.050, -3.287, 0.551], [-1.558, -1.584, 1.508], [-2.733, -1.466, 1.763], [-0.612, -1.340, 2.439], [-0.534, -1.309, -0.311], [-1.708, -2.639, -0.362], [0.835, -2.956, 1.227], [0.598, -3.595, -0.355], [-0.429, -4.221, 0.783], [1.392, 1.785, -2.714], [1.093, 1.338, 1.019], [1.580, 1.341, -0.272], [-0.298, 1.515, 1.324], [0.764, 1.519, -1.387], [-1.105, 1.895, 0.163], [-0.560, 1.933, -1.096], [-0.873, 1.289, 2.429], [1.761, 1.096, 1.829], [2.654, 1.221, -0.352], [-0.572, -0.412, 2.740], [-2.121, 2.273, 0.236], [2.206, 1.085, -2.940], [1.673, 2.814, -2.993], [-1.218, 2.193, -1.933], [0.649, 1.669, -3.536]], "mulliken_charge": [0.17, -1.22, 0.56, -0.63, -0.52, -0.03, 0.25, 0.31, 0.35, 0.34, -1.52, -0.51, -0.27, 0.22, 0.74, -0.39, -0.40, -0.97, 0.33, 0.28, 0.37, 0.34, 0.33, 0.30, 0.22, 0.34]}

Short version: A) is the least stable of them.

A) {"formula": "C4H7N4", "method": "ωB97M-V/def2-TZVPD", "total_charge": 1, "orbital_gap_ev": 9.008, "homo_ev": -13.26, "symbols": ["C", "C", "C", "C", "N", "N", "N", "N", "H", "H", "H", "H", "H", "H", "H"], "positions_angstrom": [[-0.355, -2.002, 0.756], [-1.153, 0.132, 0.062], [1.595, -0.268, -0.276], [-0.248, -0.638, 0.844], [-0.433, -3.110, 0.437], [-2.086, -0.259, -0.756], [1.713, -1.089, -1.102], [2.111, 0.661, 0.484], [-1.206, 1.221, 0.199], [0.273, -0.294, 1.781], [-2.631, 0.522, -1.201], [-2.224, -1.252, -1.066], [1.359, -1.848, -1.667], [1.558, 1.519, 0.530], [3.168, 0.749, 0.603]], "mulliken_charge": [0.24, 0.16, 0.51, -0.70, -0.41, -0.35, -0.21, -0.42, 0.35, 0.39, 0.27, 0.29, 0.32, 0.26, 0.30]}

B) {"formula": "C4H7N4", "method": "ωB97M-V/def2-TZVPD", "total_charge": 1, "orbital_gap_ev": 9.600, "homo_ev": -14.11, "symbols": ["C", "C", "C", "C", "N", "N", "N", "N", "H", "H", "H", "H", "H", "H", "H"], "positions_angstrom": [[-0.483, 0.959, 0.116], [-1.515, -1.250, -0.100], [1.742, 0.645, -0.048], [-0.208, -0.470, 0.416], [-2.358, 0.922, -0.086], [-2.530, -0.211, -0.277], [1.032, -0.634, -0.314], [0.573, 1.606, -0.182], [-1.234, -1.916, -0.962], [-1.893, -1.804, 0.692], [2.000, 0.771, 0.938], [2.531, 0.676, -0.689], [0.028, -0.453, 1.439], [1.541, -1.450, -0.480], [0.773, 2.609, -0.461]], "mulliken_charge": [0.08, -0.55, -0.56, 0.18, -0.06, 0.03, -0.37, -0.06, 0.35, 0.29, 0.36, 0.43, 0.38, 0.20, 0.31]}

Short version: B) is the least stable of them.

A) {"formula": "C4H10N2P", "method": "ωB97M-V/def2-TZVPD", "smiles": "P[C@@H]1CCNC=[NH+]1", "total_charge": 1, "orbital_gap_ev": 10.324, "homo_ev": -13.84, "symbols": ["C", "C", "C", "C", "N", "N", "P", "H", "H", "H", "H", "H", "H", "H", "H", "H", "H"], "positions_angstrom": [[1.504, -0.484, 0.204], [-0.847, 0.821, -0.124], [0.433, 1.697, 0.191], [-0.908, -0.631, 0.416], [1.613, 0.844, 0.043], [0.407, -1.132, 0.382], [-2.011, -1.612, -0.626], [2.456, -0.940, 0.169], [-1.593, 1.402, 0.395], [-0.931, 0.810, -1.196], [0.295, 2.521, -0.503], [0.498, 2.101, 1.280], [-1.297, -0.546, 1.673], [2.408, 1.334, -0.291], [0.567, -2.157, 0.189], [-1.267, -2.817, -0.461], [-1.327, -1.210, -1.743]], "mulliken_charge": [-0.09, -0.94, -0.56, -0.05, -0.11, -0.12, -0.04, 0.42, 0.36, 0.44, 0.37, 0.30, 0.37, 0.23, 0.33, 0.04, 0.04]}

B) {"formula": "C4H10N2P", "method": "ωB97M-V/def2-TZVPD", "total_charge": 1, "orbital_gap_ev": [7.047, 7.093], "homo_ev": [-11.52, -11.53], "symbols": ["C", "C", "C", "C", "N", "N", "P", "H", "H", "H", "H", "H", "H", "H", "H", "H", "H"], "positions_angstrom": [[-1.538, 0.248, 0.499], [-1.804, -0.290, -1.647], [-1.107, -1.454, -0.934], [3.663, 1.207, 1.648], [-2.128, 0.647, -0.560], [-0.889, -0.874, 0.313], [2.107, 0.439, 1.050], [-1.164, 0.313, -2.367], [-2.792, -0.632, -2.079], [-1.666, -2.353, -1.016], [-0.120, -1.708, -1.277], [4.136, 1.145, 0.634], [4.331, 0.572, 2.170], [3.698, 2.179, 1.970], [-2.942, 1.155, -0.694], [0.038, -1.151, 0.760], [-1.824, 0.555, 1.528]], "mulliken_charge": [-0.08, -0.41, -0.45, -0.89, -0.09, -0.10, 0.04, 0.29, 0.31, 0.27, 0.28, 0.26, 0.34, 0.33, 0.25, 0.26, 0.38]}

C) {"formula": "C4H10N2P", "method": "ωB97M-V/def2-TZVPD", "smiles": "C=CN(P)/C=[NH+]/C", "total_charge": 1, "orbital_gap_ev": 8.111, "homo_ev": -12.73, "symbols": ["C", "C", "C", "C", "N", "N", "P", "H", "H", "H", "H", "H", "H", "H", "H", "H", "H"], "positions_angstrom": [[2.946, 0.739, -0.099], [1.633, 0.912, -0.060], [-0.713, 0.405, 0.152], [-3.079, 0.252, -0.053], [0.782, -0.119, -0.158], [-1.768, -0.320, -0.079], [1.137, -1.843, 0.102], [3.619, 1.557, 0.004], [3.632, -0.099, -0.234], [1.265, 2.011, -0.033], [-0.858, 1.492, 0.329], [-3.442, 0.384, -1.018], [-2.952, 1.201, 0.383], [-3.840, -0.363, 0.340], [-1.449, -1.302, -0.397], [2.152, -2.041, -1.043], [2.128, -1.639, 1.206]], "mulliken_charge": [-1.03, 0.54, 0.20, -0.71, -0.10, -0.06, -0.17, 0.22, 0.24, 0.13, 0.20, 0.38, 0.26, 0.32, 0.26, 0.15, 0.15]}

Short version: B) is the least stable of them.

A) {"formula": "C6H2", "method": "ωB97M-V/def2-TZVPD", "smiles": "C1=C=C=CC=C=1", "orbital_gap_ev": [8.783, 7.379], "homo_ev": [-9.88, -8.91], "symbols": ["C", "C", "C", "C", "C", "C", "H", "H"], "positions_angstrom": [[-0.219, -1.201, -1.356], [0.990, -0.811, -1.347], [-1.353, -0.693, -0.434], [1.364, 0.022, -0.369], [-0.857, 0.193, 0.476], [0.541, 0.545, 0.555], [-1.452, 0.690, 1.114], [0.987, 1.254, 1.362]], "mulliken_charge": [0.17, -0.02, -0.19, -0.01, -0.33, -0.33, 0.43, 0.29]}

B) {"formula": "C6H2", "method": "ωB97M-V/def2-TZVPD", "smiles": "C#CC#CC#C", "orbital_gap_ev": 9.089, "homo_ev": -9.28, "symbols": ["C", "C", "C", "C", "C", "C", "H", "H"], "positions_angstrom": [[-3.217, -0.104, -0.063], [-2.003, 0.010, -0.018], [-0.614, 0.174, -0.056], [0.644, 0.321, -0.031], [2.028, 0.140, -0.019], [3.210, -0.217, -0.065], [-4.269, -0.161, 0.131], [4.221, -0.162, 0.122]], "mulliken_charge": [-0.49, -0.65, 0.21, 0.70, -0.20, -0.40, 0.43, 0.40]}

Short version: A) is the least stable of them.